107
Properties=species:S:1:pos:R:3:forces:R:3 method="wB97M-V/def2-TZVPD" e_homo_ev=-8.12 gap_ha=0.304 total_charge=0 lumo_ev=0.15 spin_multiplicity=1
C 2.58896 2.43704 -2.95108 0.23 0.21 0.07
C 2.35951 1.58229 -4.17675 -0.21 0.03 0.06
C 2.74845 2.26964 -5.48125 0.35 -0.09 -0.13
O 1.66894 3.12002 -5.88945 -0.07 0.09 0.29
C 0.63079 2.51794 -6.50648 0.28 0.13 -0.01
O 0.71264 1.46146 -7.06922 -0.15 -0.09 0.08
C -0.62478 3.33660 -6.35441 -0.07 0.11 -0.28
S -1.29440 3.12220 -4.66731 0.02 -0.02 -0.02
Si -2.15452 1.17296 -4.84746 0.08 -0.01 0.01
O -3.77747 1.27423 -4.62754 0.10 -0.20 0.08
Si -4.81743 0.13995 -4.01215 -0.24 0.07 -0.02
O 3.17811 0.39391 -4.07375 -0.21 -0.09 -0.02
C 2.63757 -0.61855 -3.37881 0.08 -0.23 -0.21
O 1.58534 -0.55840 -2.79744 -0.06 0.08 0.05
C 3.49713 -1.86089 -3.42741 0.02 0.09 0.05
S 3.72708 -2.47639 -5.12167 0.04 -0.04 0.09
H 3.66977 2.48128 -2.76811 -0.15 0.10 0.05
H 2.23562 3.46147 -3.10554 -0.05 -0.19 0.04
H 2.09878 2.01667 -2.06948 0.02 0.07 -0.14
H 1.30654 1.27842 -4.23928 0.23 -0.03 -0.02
H 3.61161 2.92771 -5.34472 -0.16 -0.07 -0.01
H 2.98179 1.53519 -6.25500 -0.14 0.04 0.08
H -1.34712 3.03595 -7.11510 0.09 0.06 0.15
H -0.40353 4.40230 -6.44512 0.01 -0.16 -0.04
H -1.82443 0.66233 -6.19045 -0.03 0.06 0.01
H -1.58848 0.30853 -3.78994 -0.03 0.02 -0.02
H -4.97276 -0.95249 -4.99378 0.01 -0.04 0.03
H -4.28008 -0.39126 -2.74178 0.01 -0.01 -0.03
H -6.11349 0.79566 -3.78399 0.00 0.04 0.00
H 2.98480 -2.64254 -2.86324 0.14 0.14 -0.05
H 4.47409 -1.65829 -2.98051 -0.15 -0.11 0.04
H 4.77143 -1.68845 -5.39322 0.01 0.04 -0.12
O 3.03126 4.58164 -0.34208 -0.12 0.37 -0.31
S 2.88563 5.00587 1.01863 0.24 -0.30 -0.04
O 3.84515 5.91154 1.57145 -0.16 0.09 -0.01
O 2.80671 3.68837 1.89164 0.04 0.03 0.18
C 3.87754 2.73416 1.61564 0.30 -0.31 -0.06
C 5.17596 3.09942 2.29649 0.04 0.05 0.08
C 1.26499 5.61823 1.30982 -0.03 -0.04 -0.01
H 3.99683 2.65797 0.53464 -0.02 0.03 0.04
H 3.50635 1.77729 1.97147 -0.13 0.07 0.18
H 5.60389 4.01067 1.88277 -0.03 0.01 -0.01
H 5.88585 2.28330 2.15657 -0.10 0.03 0.00
H 5.01691 3.24989 3.36435 0.00 -0.02 0.01
H 0.54608 4.90832 0.91041 0.00 0.01 0.00
H 1.20008 6.57086 0.78840 0.00 -0.01 0.01
H 1.13641 5.75859 2.37980 0.01 0.01 0.00
O 3.08671 -1.35308 1.97545 -13.54 4.35 6.36
S 2.90184 -1.43676 3.39798 -1.74 0.63 -0.45
O 3.80914 -0.71791 4.24198 0.37 0.03 -0.04
O 2.87842 -2.96636 3.81043 -0.21 0.01 0.31
C 3.96145 -3.79685 3.30966 -7.67 -2.91 5.34
C 5.24651 -3.60740 4.08267 -3.90 -4.55 4.91
C 1.25081 -1.03830 3.82814 -0.14 -0.15 0.51
H 4.08902 -3.59035 2.24628 -5.99 -1.10 0.16
H 3.57586 -4.80870 3.41449 -0.25 -0.24 0.20
H 5.66748 -2.61639 3.92101 -4.22 -4.35 3.99
H 5.97152 -4.35376 3.75416 -0.34 -0.28 0.40
H 5.07245 -3.73267 5.15120 -0.37 -0.52 0.34
H 0.56833 -1.60974 3.20586 0.04 -0.01 -0.01
H 1.13162 0.02792 3.64658 0.05 -0.01 -0.01
H 1.09537 -1.26001 4.87995 -0.14 0.04 0.07
O 5.65419 -1.70614 -0.60301 -0.09 0.15 -0.23
S 5.02382 -0.94403 0.43895 0.61 -0.30 -0.44
O 5.73955 0.14893 1.02503 -0.05 0.05 0.07
O 4.54401 -1.94144 1.57360 13.05 -5.60 -3.39
C 5.52352 -2.88233 2.08797 7.47 2.68 -5.34
C 6.47986 -2.24537 3.07006 5.41 3.96 -5.02
C 3.44101 -0.39520 -0.07808 -0.08 0.87 -0.83
H 6.04298 -3.33614 1.24358 0.64 0.21 -0.26
H 4.91466 -3.64954 2.56255 7.76 1.74 -3.95
H 7.13530 -1.52725 2.58096 0.42 0.45 -0.33
H 7.09270 -3.02478 3.52530 0.70 0.90 -0.48
H 5.93053 -1.72465 3.85488 1.78 3.81 -1.04
H 2.87857 -1.23070 -0.48456 -0.02 0.03 0.03
H 3.61481 0.35851 -0.84568 0.17 -0.09 -0.16
H 2.92163 0.04633 0.77098 0.16 0.17 -0.82
O -1.68674 -0.82992 5.09289 0.02 -0.03 0.01
S -3.09681 -1.05848 4.94868 0.07 0.05 -0.09
O -3.59911 -1.41647 3.65813 -0.02 -0.02 0.05
O -3.87484 0.20019 5.50769 -0.04 0.03 -0.05
C -3.46643 1.50935 5.01859 0.07 0.12 0.07
C -3.99636 1.80360 3.63458 -0.03 -0.08 -0.01
C -3.64873 -2.22193 6.14201 0.01 -0.03 0.03
H -2.37892 1.56795 5.06445 0.01 -0.04 -0.01
H -3.87346 2.19411 5.75904 -0.04 -0.03 0.00
H -3.53700 1.16275 2.88411 0.01 0.00 0.00
H -3.77921 2.84324 3.38633 -0.01 0.00 0.00
H -5.07482 1.65160 3.59758 0.00 0.04 0.00
H -3.28124 -1.92312 7.11954 0.00 0.00 0.00
H -3.23239 -3.18305 5.84758 -0.01 0.00 0.00
H -4.73470 -2.25204 6.11675 0.01 -0.01 -0.01
O -9.98366 -2.15223 -3.82654 -0.01 0.04 0.02
S -9.57962 -1.45271 -2.64316 0.05 -0.08 -0.07
O -8.18989 -1.16757 -2.45226 0.01 0.04 0.01
O -10.15096 -2.21551 -1.37710 0.06 -0.02 0.05
C -9.90034 -3.64663 -1.29880 -0.10 -0.12 -0.02
C -8.49312 -3.96646 -0.85030 0.03 0.09 0.00
C -10.50725 0.02711 -2.45858 -0.03 0.03 -0.02
H -10.13338 -4.08933 -2.26724 0.01 0.04 -0.02
H -10.63911 -3.99478 -0.58027 0.01 0.04 0.03
H -7.75922 -3.68008 -1.60132 -0.01 -0.01 -0.01
H -8.41270 -5.04005 -0.67539 0.00 0.00 0.01
H -8.25714 -3.44017 0.07444 -0.01 -0.03 0.01
H -11.56218 -0.20410 -2.57520 0.00 0.01 0.00
H -10.16787 0.69902 -3.24425 -0.01 0.00 0.01
H -10.29661 0.44727 -1.47887 0.01 0.00 -0.01



25
Properties=species:S:1:pos:R:3:forces:R:3 method="wB97M-V/def2-TZVPD" e_homo_ev="0.46 / -3.48" gap_ha="0.103 / 0.245" total_charge=-1 relative_energy_kcal_mol=0.00 lumo_ev="3.25 / 3.20" spin_multiplicity=2
C 1.43462 -0.92400 -2.03689 0.30 0.29 0.26
C -1.70392 -1.36152 0.10190 -0.43 0.30 0.52
C -0.81983 -1.10499 -0.97286 0.56 0.02 -1.21
C -1.14083 -1.40681 1.41322 0.49 -0.50 -0.68
C 0.53795 -0.99368 -0.83166 0.10 -0.46 1.11
C 0.21939 -1.41584 1.58506 -0.76 0.48 0.81
C 1.08460 -1.14538 0.50131 -0.26 -0.11 -1.57
O -1.94621 -1.59165 2.52393 -0.31 0.06 0.10
H -2.76877 -1.25049 -0.06748 -0.14 -0.08 0.21
H -1.17543 -1.05751 -2.01119 -0.26 0.01 0.42
H -2.85180 -1.44837 2.23159 0.04 -0.07 -0.01
H 0.59527 -1.55592 2.59703 0.04 0.04 -0.12
H 0.83451 -0.93239 -2.93076 -0.31 0.32 -0.49
H 2.04416 -1.82210 -2.11925 0.31 -0.20 0.21
H 2.13474 -1.13965 0.61762 1.04 -0.03 0.25
H 2.13253 -0.05783 -2.06869 -0.43 -0.34 0.13
C 1.53426 2.23520 0.12385 0.29 -0.03 -1.01
C -1.23820 2.05799 0.17777 0.02 1.03 0.67
S 0.08051 3.13568 -0.46111 0.11 -0.21 -0.17
H 1.71890 2.46651 1.13915 0.22 0.19 1.17
H 1.40969 1.15631 0.02414 -0.16 0.05 -0.03
H 2.42207 2.53216 -0.45710 -0.40 0.05 0.06
H -1.65288 2.49760 1.09848 0.17 -0.21 -0.19
H -0.86474 1.06667 0.38533 0.02 -0.26 -0.18
H -2.02058 2.06000 -0.56340 -0.23 -0.33 -0.26



76
Properties=species:S:1:pos:R:3:forces:R:3 method="wB97M-V/def2-TZVPD" e_homo_ev="-10.66 / -10.66" gap_ha="0.201 / 0.201" total_charge=+1 relative_energy_kcal_mol=43.93 lumo_ev="-5.19 / -5.19" spin_multiplicity=1
Pd -0.46683 -0.29196 0.81483 -2.46 1.99 0.19
N -3.10953 -2.96463 0.88970 0.27 -0.29 0.10
C -3.49640 -1.63448 0.70596 -0.07 1.00 -0.10
N -4.74560 -1.26320 0.48514 0.15 -0.74 0.15
N -4.68277 0.04961 0.28161 0.11 0.40 -0.05
N -3.46486 0.46784 0.37441 -0.18 -0.11 -0.16
N -2.67023 -0.58256 0.65745 0.91 -0.20 -0.42
C -1.84340 -3.32684 0.58427 -0.70 0.08 0.43
N -1.50599 -4.45499 -0.02439 0.72 -0.31 -0.30
N -0.19419 -4.35228 -0.21682 -0.86 0.77 0.75
N 0.23774 -3.12327 0.27138 -1.67 -0.79 -0.23
N -0.79897 -2.50310 0.79705 1.36 -0.70 0.21
H -3.82270 -3.66003 0.72343 -0.09 0.08 0.00
O -1.30662 1.90176 -0.98207 -0.01 0.42 0.01
N -1.26573 0.87886 -1.85204 -0.22 -0.15 -0.53
C -2.31392 0.50243 -2.46901 -0.04 0.24 0.17
C -2.11276 -0.66878 -3.30014 0.20 -0.36 -0.09
C -2.95601 -0.98276 -4.36039 0.02 0.09 0.06
C -2.64335 -2.03354 -5.20313 0.00 -0.03 -0.01
C -1.46864 -2.74601 -5.01040 0.03 -0.09 -0.07
C -0.62523 -2.44583 -3.95065 -0.12 0.07 -0.02
C -0.95797 -1.43531 -3.04940 -0.14 -0.03 0.10
P 0.05595 -0.95975 -1.60294 0.20 0.36 0.45
C 1.45791 -0.07473 -2.35926 0.03 -0.15 0.08
C 2.07371 -0.49048 -3.53733 0.03 0.06 0.05
C 3.15223 0.22082 -4.03919 0.03 -0.03 -0.06
C 3.61434 1.35061 -3.37963 0.00 0.01 0.02
C 2.98435 1.78391 -2.22235 0.03 0.02 0.00
C 1.90604 1.07681 -1.71551 -0.05 -0.03 0.03
C 0.86878 -2.72539 -1.06644 0.89 -0.22 -0.74
C 2.34399 -2.59809 -0.97874 0.00 -0.02 0.10
C 3.15392 -3.51432 -1.51155 0.01 0.08 0.10
C 2.64534 -4.72345 -2.15153 -0.07 -0.04 -0.07
C 1.34501 -5.01048 -2.19087 -0.24 -0.05 0.07
C 0.34782 -4.06631 -1.62243 1.16 -0.02 -0.71
H -2.23479 2.03207 -0.69967 -0.01 -0.18 0.21
H -3.27402 1.00134 -2.37195 -0.02 0.03 -0.02
H -3.83196 -0.37307 -4.54335 -0.04 -0.05 0.05
H -3.30086 -2.28507 -6.02389 0.01 0.02 -0.01
H -1.20579 -3.54411 -5.69244 0.01 0.01 0.00
H 0.29398 -3.00813 -3.84493 0.01 0.04 -0.06
H 1.71637 -1.35268 -4.08203 0.01 -0.05 0.02
H 3.63289 -0.10579 -4.95207 -0.02 0.00 0.00
H 4.45851 1.89961 -3.77526 0.00 0.00 0.00
H 3.33122 2.67243 -1.71172 -0.03 0.01 -0.01
H 1.39164 1.43245 -0.83139 0.04 0.00 0.02
H 2.72716 -1.72329 -0.46670 0.03 0.00 -0.04
H 4.22714 -3.38782 -1.46002 -0.01 0.07 0.00
H 3.36209 -5.40264 -2.59445 -0.02 -0.02 0.00
H 0.96167 -5.91485 -2.64565 0.08 -0.01 -0.01
H -0.52048 -3.98069 -2.26506 -0.18 -0.01 0.30
Se 1.71380 0.35649 1.78488 -0.21 -0.36 -0.31
P 0.10492 0.59481 3.25026 0.05 0.29 0.98
Se -1.42110 1.85841 2.39583 0.85 -1.22 -0.49
C -0.53550 -1.05431 3.70823 0.20 0.22 0.16
C -1.89366 -1.26791 3.91276 0.01 0.03 -0.03
C -2.33117 -2.51388 4.33713 -0.02 -0.06 0.01
C -1.41792 -3.53635 4.55591 -0.02 -0.04 -0.01
C -0.05985 -3.31664 4.36013 0.03 -0.01 -0.03
C 0.38557 -2.07378 3.94175 -0.07 0.02 0.00
C 0.70976 1.26449 4.82467 0.03 -0.10 -0.28
C -0.24842 1.60119 5.77697 0.07 0.01 0.03
C 0.15842 2.09146 7.00592 -0.03 0.02 0.00
C 1.51293 2.23963 7.27803 0.03 0.01 0.02
C 2.46213 1.90434 6.32482 0.05 0.00 0.01
C 2.06328 1.41337 5.08972 -0.04 0.01 0.03
H -2.60118 -0.46673 3.73481 0.01 0.00 -0.02
H -3.38608 -2.68488 4.50915 0.00 0.01 -0.03
H -1.76143 -4.50578 4.89385 -0.01 0.01 0.00
H 0.65258 -4.11051 4.54431 -0.01 0.00 0.01
H 1.44228 -1.88938 3.79084 0.01 -0.04 0.00
H -1.30276 1.48194 5.55306 -0.01 0.03 0.03
H -0.57725 2.36558 7.75017 0.00 -0.02 0.00
H 1.83063 2.62195 8.23910 -0.01 0.01 0.00
H 3.51504 2.03076 6.53933 -0.01 -0.01 0.01
H 2.80228 1.15245 4.34123 0.00 0.02 0.00